#a
Density functional theory data (ωB97M-V with the def2-TZVPD basis set) for a 2-piece molecular cluster, C5H6F3NO overall.

Last column: Löwdin charge in e.
Atoms and positions in Å:
C -0.011 -2.007 0.172  -0.017
H -0.947 -2.592 -0.295  0.134
F 1.789 1.074 -0.353  0.169
C -0.535 1.036 1.156  0.077
F 2.650 -0.813 -0.810  0.114
H -2.727 1.481 -0.951  0.038
O -0.144 -0.110 -1.470  0.073
C -1.865 1.898 -0.657  -0.001
N -1.244 1.583 0.369  -0.085
H -0.409 1.314 2.186  0.080
H -1.487 2.759 -1.341  0.132
C 0.334 -0.696 -0.523  -0.407
H 0.862 -2.648 -0.035  0.082
F 2.010 -0.335 1.273  0.151
H -0.007 -1.768 1.291  0.100
C 1.731 -0.175 -0.012  -0.640

gap between HOMO and LUMO = 9.4 eV
charge = 0
LUMO = 0.87 eV
HOMO level = -8.5 eV

#b
Density functional theory data (ωB97M-V with the def2-TZVPD basis set) for a 2-piece molecular cluster, C5H6F3NO overall.

Last column: Löwdin charge in e.
Atoms and positions in Å:
F -1.845 0.881 -2.017  0.129
F -2.910 1.850 -0.391  0.171
H -1.773 0.231 -0.048  0.185
H -0.317 -0.932 2.428  0.081
C 1.531 -0.128 -1.262  -0.136
N 0.783 -1.114 -0.703  0.113
O 1.247 0.352 0.866  0.056
H 0.403 -2.461 1.807  0.099
C -0.153 -1.537 1.545  -0.008
C 0.598 -0.758 0.549  -0.459
C -1.849 1.225 -0.736  -0.546
H -1.166 -1.831 1.230  0.086
F -0.752 1.972 -0.443  0.089
C 1.842 0.792 -0.273  -0.097
H 2.135 -0.313 -2.207  0.130
H 2.227 1.772 -0.346  0.106

gap between HOMO and LUMO = 9.9 eV
charge = 0
structure (SMILES) = Cc1ncco1.FC(F)F
LUMO = 0.89 eV
HOMO level = -9.0 eV

What should be chosen as the most stable of them? Choose #b.